Entry 1
DFT (the ωB97M-V functional and the def2-TZVPD basis) results for one molecule with the formula C4H8N2.

Properties
2S+1: 1
SMILES: CC(C)(N)C#N

Each line ends with the natural charge from an NBO analysis.
Positions of all 14 atoms, in Å:
C -0.758 1.115 -0.732  -0.63
C -0.070 -0.047 0.006  0.13
C 1.448 0.106 0.172  -0.62
N -0.373 -1.303 -0.601  -0.80
C -0.643 -0.216 1.566  0.19
N -0.747 -0.925 2.488  -0.37
H -1.441 1.519 0.005  0.23
H -1.332 0.807 -1.617  0.23
H -0.070 1.910 -1.045  0.22
H 2.018 -0.139 -0.736  0.23
H 1.759 -0.572 0.967  0.23
H 1.688 1.131 0.461  0.22
H -0.018 -2.041 0.002  0.37
H -1.379 -1.416 -0.688  0.37

=====

Entry 2
DFT (the ωB97M-V functional and the def2-TZVPD basis) results for one molecule with the formula C4H8N2.

Properties
2S+1: 1
SMILES: CCNCC#N

Each line ends with the natural charge from an NBO analysis.
Positions of all 14 atoms, in Å:
C -1.556 0.470 0.907  -0.62
C -0.531 -0.609 0.576  -0.22
N -0.112 -0.564 -0.830  -0.60
C 1.308 -0.437 -1.060  -0.32
C 1.913 0.789 -0.476  0.25
N 2.332 1.764 -0.017  -0.33
H -2.438 0.385 0.261  0.20
H -1.136 1.476 0.781  0.21
H -1.889 0.373 1.945  0.22
H 0.337 -0.484 1.238  0.19
H -0.952 -1.601 0.788  0.19
H -0.605 0.171 -1.322  0.36
H 1.497 -0.426 -2.139  0.24
H 1.832 -1.307 -0.652  0.23

=====

Entry 3
DFT (the ωB97M-V functional and the def2-TZVPD basis) results for one molecule with the formula C4H8N2.

Properties
2S+1: 1

Each line ends with the natural charge from an NBO analysis.
Positions of all 14 atoms, in Å:
C -0.261 1.291 0.565  -0.44
N -0.363 0.019 -0.132  -0.32
C -1.552 -0.794 0.093  -0.40
C 0.682 -0.474 -0.752  0.04
C 2.108 -0.168 -0.439  -0.14
N 2.544 0.729 0.316  -0.40
H -1.066 1.371 1.299  0.20
H -0.327 2.117 -0.149  0.21
H 0.757 1.342 1.002  0.27
H -1.519 -1.191 1.115  0.21
H -1.563 -1.631 -0.608  0.21
H -2.459 -0.199 -0.031  0.21
H 0.495 -1.413 -1.279  0.18
H 2.681 -1.042 -0.828  0.17

=====

Entry 4
DFT (the ωB97M-V functional and the def2-TZVPD basis) results for one molecule with the formula C4H8N2.

Properties
2S+1: 1
SMILES: [H]/N=C\N1C[C@@H]1C

Each line ends with the natural charge from an NBO analysis.
Positions of all 14 atoms, in Å:
H -1.857 -1.568 0.341  0.33
N -2.507 -0.831 0.118  -0.66
C -1.941 0.196 -0.358  0.28
N -0.563 0.304 -0.645  -0.43
C 0.178 1.242 0.213  -0.25
C 0.430 -0.210 0.332  -0.09
C 1.736 -0.760 -0.242  -0.62
H -2.591 1.111 -0.544  0.18
H 0.931 1.923 -0.272  0.20
H -0.310 1.769 1.041  0.20
H 0.069 -0.696 1.289  0.21
H 2.489 -0.777 0.510  0.22
H 2.179 0.024 -0.967  0.21
H 1.756 -1.727 -0.816  0.23

=====

Result of the stability comparison: entry 3 is the least stable of them.

=====

Entry 1
DFT (the ωB97M-V functional and the def2-TZVPD basis) results for C4H8N2 as an isolated structure.

Properties
2S+1: 1

Each line ends with the natural charge from an NBO analysis.
Positions of all 14 atoms, in Å:
C 1.423 -2.548 0.314  -0.68
C 0.996 -1.247 0.047  0.11
C -1.341 1.085 -0.245  0.03
C -1.175 2.537 -0.462  -0.67
H 1.728 -2.889 -0.661  0.23
H 2.315 -2.798 1.065  0.25
H 0.506 -3.118 0.646  0.23
H 1.690 -0.621 -0.600  0.16
H -2.027 0.427 0.211  0.22
H -2.374 3.318 -0.875  0.20
H -0.829 3.283 0.675  0.23
H -0.144 2.433 -1.008  0.28
N -0.052 -0.619 0.439  -0.32
N 0.012 0.763 -0.065  -0.27

=====

Entry 2
DFT (the ωB97M-V functional and the def2-TZVPD basis) results for one molecule with the formula C4H8N2.

Properties
2S+1: 1
SMILES: C=C1CNNC1

Each line ends with the natural charge from an NBO analysis.
Positions of all 14 atoms, in Å:
C 1.944 0.105 -0.095  -0.44
C 0.632 -0.045 0.025  0.01
C -0.316 -1.216 0.215  -0.32
N -1.610 -0.827 -0.274  -0.43
N -1.767 0.478 0.188  -0.46
C -0.618 1.260 -0.125  -0.26
H 2.330 1.032 -0.037  0.19
H 2.771 -0.664 0.202  0.20
H 0.041 -2.068 -0.506  0.23
H -0.377 -1.443 1.287  0.21
H -1.487 -0.556 -1.225  0.33
H -1.746 0.263 1.147  0.33
H -0.511 2.020 0.759  0.22
H -0.632 1.593 -1.129  0.20

=====

Result of the stability comparison: entry 1 is the least stable of them.

=====

Entry 1
DFT (the ωB97M-V functional and the def2-TZVPD basis) results for one molecule with the formula C4H8N2.

Properties
2S+1: 1
SMILES: N/N=C/C1CC1

Each line ends with the natural charge from an NBO analysis.
Positions of all 14 atoms, in Å:
N -2.738 0.114 0.346  -0.69
N -1.411 0.621 -0.012  -0.24
C -0.696 -0.415 -0.330  0.08
C 0.814 -0.267 -0.562  -0.30
C 1.761 -0.307 0.678  -0.42
C 1.481 0.951 -0.068  -0.42
H -3.086 -0.879 -0.058  0.35
H -3.381 0.974 -0.097  0.36
H -1.066 -1.662 -0.232  0.15
H 1.194 -0.805 -1.483  0.22
H 1.190 -0.683 1.573  0.23
H 2.835 -0.717 0.560  0.22
H 0.840 1.699 0.368  0.23
H 2.262 1.375 -0.683  0.22

=====

Entry 2
DFT (the ωB97M-V functional and the def2-TZVPD basis) results for a 2-piece molecular cluster, C4H8N2 overall.

Properties
2S+1: 1

Each line ends with the natural charge from an NBO analysis.
Positions of all 14 atoms, in Å:
C 1.647 -0.115 0.404  -0.42
N 0.184 -0.276 0.391  -0.58
C -0.447 0.603 -0.586  -0.36
C -1.998 -1.550 0.087  -0.26
C -0.208 2.042 -0.379  0.25
N -0.058 3.171 -0.174  -0.32
H 2.065 -0.433 -0.556  0.20
H 2.096 -0.728 1.189  0.21
H 1.949 0.933 0.572  0.19
H -0.174 -0.056 1.316  0.38
H -0.105 0.309 -1.584  0.23
H -1.525 0.415 -0.526  0.29
H -1.791 -1.977 -0.921  0.09
H -1.636 -2.338 0.767  0.09

=====

Entry 3
DFT (the ωB97M-V functional and the def2-TZVPD basis) results for one molecule with the formula C4H8N2.

Properties
2S+1: 1
SMILES: C/N=C\N1CC1

Each line ends with the natural charge from an NBO analysis.
Positions of all 14 atoms, in Å:
C -2.024 0.488 0.152  -0.48
N -1.577 -0.848 -0.238  -0.45
C -0.381 -1.117 0.039  0.25
N 0.562 -0.246 0.611  -0.43
C 1.097 0.802 -0.261  -0.25
C 1.941 -0.432 0.027  -0.25
H -3.176 0.539 -0.151  0.21
H -1.360 1.348 -0.390  0.19
H -1.948 0.558 1.382  0.21
H -0.059 -2.125 -0.121  0.17
H 0.706 0.817 -1.256  0.20
H 1.436 1.731 0.215  0.22
H 2.067 -1.222 -0.715  0.20
H 2.715 -0.292 0.706  0.20

=====

Entry 4
DFT (the ωB97M-V functional and the def2-TZVPD basis) results for one molecule with the formula C4H8N2.

Properties
2S+1: 1
SMILES: CCC1(C)N=N1

Each line ends with the natural charge from an NBO analysis.
Positions of all 14 atoms, in Å:
C 1.455 -0.819 -0.312  -0.60
C 0.237 -0.783 0.707  -0.43
C -0.863 -0.015 0.061  0.11
C -0.642 1.473 -0.148  -0.64
N -1.926 -0.533 -0.737  -0.07
N -2.201 -0.261 0.422  -0.07
H 1.141 -1.025 -1.362  0.21
H 2.167 -1.468 0.028  0.21
H 1.960 0.078 -0.436  0.20
H 0.570 -0.220 1.602  0.22
H -0.181 -1.812 0.797  0.22
H -0.799 1.985 0.729  0.22
H -1.354 1.927 -0.794  0.22
H 0.436 1.474 -0.556  0.21

=====

Result of the stability comparison: entry 2 is the least stable of them.

=====

Entry 1
DFT (the ωB97M-V functional and the def2-TZVPD basis) results for a 2-piece molecular cluster, C4H8N2 overall.

Properties
2S+1: 1
SMILES: CN=C=N.C=C

Each line ends with the natural charge from an NBO analysis.
Positions of all 14 atoms, in Å:
C -0.806 0.224 2.948  -0.41
N -0.310 0.013 1.627  -0.51
C -0.034 0.773 0.761  0.65
N 0.025 1.251 -0.323  -0.76
H -0.320 1.112 3.402  0.19
H -1.855 0.350 2.918  0.20
H -0.633 -0.675 3.500  0.20
H 0.806 1.113 -1.015  0.43
C 0.066 -0.301 -2.527  -0.39
C 1.036 -1.077 -2.052  -0.41
H -0.603 0.217 -1.940  0.21
H -0.168 -0.229 -3.591  0.19
H 1.621 -1.717 -2.733  0.21
H 1.175 -1.053 -0.977  0.20

=====

Entry 2
DFT (the ωB97M-V functional and the def2-TZVPD basis) results for one molecule with the formula C4H8N2.

Properties
2S+1: 1
SMILES: C=C1[C@H](N)N1C

Each line ends with the natural charge from an NBO analysis.
Positions of all 14 atoms, in Å:
C 2.053 -0.128 -0.009  -0.46
C 0.746 -0.002 -0.341  0.07
C -0.245 -0.019 -1.336  0.13
N -1.392 0.780 -1.356  -0.82
N -0.194 -0.794 0.273  -0.50
C -0.610 -0.434 1.613  -0.42
H 2.745 0.695 -0.118  0.19
H 2.411 -0.987 0.535  0.21
H 0.111 -0.271 -2.337  0.23
H -1.446 1.576 -0.728  0.40
H -2.020 0.646 -2.136  0.40
H -0.066 -1.042 2.339  0.21
H -1.677 -0.636 1.738  0.20
H -0.416 0.616 1.863  0.17

=====

Result of the stability comparison: entry 2 is the least stable of them.

=====

Entry 1
DFT (the ωB97M-V functional and the def2-TZVPD basis) results for one molecule with the formula C4H8N2.

Properties
2S+1: 1
SMILES: [H]/N=C(\N)C1CC1

Each line ends with the natural charge from an NBO analysis.
Positions of all 14 atoms, in Å:
H 2.192 0.758 -1.343  0.33
N 1.128 0.515 -1.265  -0.72
C 0.696 0.679 -0.035  0.46
N 1.494 1.307 1.050  -0.85
C -0.608 0.096 0.385  -0.33
C -0.824 -1.365 -0.025  -0.39
C -1.627 -0.349 -0.778  -0.39
H 2.512 1.391 0.894  0.37
H 1.465 0.675 1.927  0.37
H -0.974 0.476 1.316  0.23
H -1.452 -1.934 0.765  0.21
H -0.123 -1.937 -0.608  0.24
H -1.211 -0.123 -1.764  0.25
H -2.669 -0.190 -0.518  0.22

=====

Entry 2
DFT (the ωB97M-V functional and the def2-TZVPD basis) results for C4H8N2 as an isolated structure.

Properties
2S+1: 1

Each line ends with the natural charge from an NBO analysis.
Positions of all 14 atoms, in Å:
C 0.096 0.706 0.136  -0.48
C 1.963 0.896 0.133  -0.61
C 0.028 -0.688 0.008  0.36
C -1.914 -0.726 0.129  0.03
N 0.700 -1.708 -0.074  -0.63
N -2.796 -0.160 -0.565  -0.63
H 0.213 -2.597 -0.156  0.37
H -2.443 0.605 -1.147  0.33
H -2.260 -1.550 0.770  0.14
H -0.217 1.259 -0.744  0.24
H -0.202 1.104 1.100  0.25
H 2.097 1.969 0.235  0.20
H 2.377 0.363 0.983  0.21
H 2.359 0.527 -0.808  0.21

=====

Entry 3
DFT (the ωB97M-V functional and the def2-TZVPD basis) results for C4H8N2 as an isolated structure.

Properties
2S+1: 1

Each line ends with the natural charge from an NBO analysis.
Positions of all 14 atoms, in Å:
C -2.107 -0.795 -0.026  -0.43
N -0.287 -0.759 0.385  -0.60
C 0.096 0.424 0.025  0.23
C 1.981 0.078 0.224  0.14
C -0.281 1.685 -0.085  -0.60
N 2.481 -0.936 -0.297  -0.68
H 0.140 -1.516 -0.140  0.40
H 3.501 -1.024 -0.283  0.36
H 2.504 0.896 0.743  0.15
H -2.322 -1.836 0.183  0.20
H -2.268 -0.531 -1.070  0.20
H -2.580 -0.110 0.670  0.21
H -1.318 1.959 -0.191  0.21
H 0.461 2.466 -0.136  0.22

=====

Result of the stability comparison: entry 3 is the least stable of them.

=====

Entry 1
DFT (the ωB97M-V functional and the def2-TZVPD basis) results for a 2-piece molecular cluster, C4H8N2 overall.

Properties
2S+1: 1

Each line ends with the natural charge from an NBO analysis.
Positions of all 14 atoms, in Å:
C 1.659 0.202 0.048  0.19
C -0.603 1.016 -1.039  -0.63
C 0.051 -1.913 0.064  -0.52
C 0.302 0.612 0.137  0.15
N 2.757 -0.094 -0.175  -0.33
N -0.344 1.130 1.225  -0.79
H -0.579 2.038 -1.095  0.23
H -0.327 0.435 -1.886  0.22
H -1.704 0.943 -0.822  0.21
H -0.929 -1.702 -0.102  0.15
H 0.136 -2.252 0.991  0.16
H 0.553 -2.334 -0.703  0.18
H 0.290 1.207 1.999  0.39
H -1.260 0.711 1.359  0.39

=====

Entry 2
DFT (the ωB97M-V functional and the def2-TZVPD basis) results for one molecule with the formula C4H8N2.

Properties
2S+1: 1
SMILES: CCNCC#N

Each line ends with the natural charge from an NBO analysis.
Positions of all 14 atoms, in Å:
C 2.050 0.082 0.409  -0.61
C 0.564 0.423 0.422  -0.22
N -0.156 -0.391 -0.535  -0.61
C -1.552 -0.078 -0.586  -0.31
C -2.319 -0.307 0.674  0.25
N -2.880 -0.455 1.676  -0.33
H 2.455 0.114 -0.608  0.21
H 2.244 -0.923 0.810  0.21
H 2.606 0.788 1.031  0.22
H 0.169 0.340 1.453  0.17
H 0.365 1.452 0.106  0.18
H 0.082 -1.374 -0.561  0.37
H -2.032 -0.650 -1.387  0.24
H -1.606 0.992 -0.794  0.23

=====

Entry 3
DFT (the ωB97M-V functional and the def2-TZVPD basis) results for one molecule with the formula C4H8N2.

Properties
2S+1: 1
SMILES: CN[C@@H](C)C#N

Each line ends with the natural charge from an NBO analysis.
Positions of all 14 atoms, in Å:
C 1.904 -0.066 0.188  -0.41
N 0.533 -0.389 0.487  -0.61
C -0.506 0.217 -0.322  -0.15
C -1.652 -0.819 -0.325  -0.60
C -0.769 1.629 0.109  0.26
N -0.788 2.739 0.441  -0.33
H 2.102 -0.368 -0.847  0.19
H 2.532 -0.678 0.840  0.21
H 2.168 0.994 0.311  0.18
H 0.300 -0.250 1.465  0.36
H -0.144 0.344 -1.352  0.23
H -1.584 -1.382 -1.263  0.22
H -1.433 -1.539 0.473  0.23
H -2.662 -0.431 -0.205  0.22

=====

Result of the stability comparison: entry 1 is the least stable of them.